No. 1
Entry from the Open Molecules 2025 dataset: a structure of composition C22H24F5GaNOP2 at a distorted geometry (ωB97M-V/def2-TZVPD).

The geometry in XYZ format:
```
56
Properties=species:S:1:pos:R:3:forces:R:3:nbo_charge:R:1
H 1.95243 4.32236 -2.66020 -0.3 -0.2 0.2 0.222
H 2.81471 -3.52699 -1.84056 0.0 0.4 -0.2 0.213
C 2.74328 0.36545 -1.82764 0.0 -0.6 0.0 -0.068
H -0.35283 5.27276 -2.71605 0.1 -0.4 0.1 0.228
C -1.45820 -3.46260 0.94540 -0.1 -0.3 0.2 -0.952
F -1.44849 -0.86704 5.24405 -0.2 0.3 -1.0 -0.292
H -0.55230 -2.26195 -1.77878 0.3 -0.1 0.1 0.259
H -2.29935 3.85189 -2.04843 0.4 0.0 -0.1 0.214
C -2.17734 2.59139 1.43654 -0.1 0.0 0.3 -0.952
H -1.31913 3.15492 1.04788 -0.2 -0.2 0.0 0.284
F 0.18937 0.86553 3.59557 -0.4 -0.7 0.1 -0.345
H -3.24590 1.84642 -1.37374 0.3 -0.2 -0.2 0.250
C 1.57050 -0.35645 -1.50033 0.7 -0.5 0.0 0.225
C 1.09891 3.72265 -2.32707 -0.1 -0.3 -0.1 -0.170
C 1.58436 -1.78591 -1.59265 0.1 0.6 0.4 -0.106
H 4.76706 0.25570 -2.56799 -0.2 -0.2 0.4 0.224
H -2.29522 -3.14911 0.30694 0.2 -0.1 0.1 0.255
F -2.43895 0.57884 3.94046 0.5 -1.0 -0.3 -0.323
H -3.10582 3.13358 1.21673 0.2 0.0 0.1 0.262
C -0.36208 -0.33651 3.17085 0.6 0.3 -0.6 0.243
H -3.89435 0.03488 2.13321 -0.1 0.0 -0.4 0.278
F 0.49810 -1.34457 3.61777 -0.5 0.6 -0.3 -0.359
C 3.93577 -1.70295 -2.18298 0.1 -0.2 -0.1 -0.225
C 2.72634 1.86911 -1.82045 -0.2 0.0 -0.9 -0.458
H -1.24196 -4.52768 0.78697 -0.2 0.2 0.0 0.265
C 0.34942 -2.60542 -1.24777 0.1 0.1 0.3 -0.701
H 3.22138 2.20931 -2.74646 0.1 -0.1 0.4 0.233
C -0.18662 4.24610 -2.38065 -0.3 0.2 -0.1 -0.227
H -1.72370 -3.28843 1.99623 0.0 -0.2 -0.3 0.273
H 0.51915 -3.67513 -1.45974 -0.1 0.4 0.0 0.253
H -2.32003 0.33028 -1.69379 0.0 0.3 0.2 0.259
O 2.98775 0.13122 1.47463 -4.5 1.3 0.0 -0.430
C 1.44264 -3.23813 1.35100 0.0 0.0 0.4 -0.948
C 2.78094 -2.43316 -1.88997 0.2 0.1 0.3 -0.199
C -1.28060 3.45448 -2.01993 0.2 -0.1 0.1 -0.225
H 1.50310 -4.29734 1.06134 -0.1 0.3 0.0 0.262
H -4.64456 0.78153 0.67354 0.0 -0.3 0.2 0.263
C 3.90867 -0.31231 -2.19199 -0.5 -0.2 -0.3 -0.170
H -3.85784 -0.83816 0.56171 0.0 0.3 0.1 0.258
C -3.82585 0.14944 1.04354 -0.3 0.1 0.2 -0.949
P -2.28658 0.98197 0.63118 -0.1 0.4 -1.3 0.933
C -2.30030 1.30917 -1.18615 0.0 0.0 0.2 -0.721
H 2.36643 -2.73550 1.04287 -0.3 0.0 0.0 0.280
C 1.86196 0.41807 1.47133 4.6 -1.3 0.0 0.614
H 4.86045 -2.22632 -2.42688 -0.3 0.1 0.0 0.227
H -2.06787 2.45247 2.51940 -0.1 0.1 -0.3 0.277
P 0.00239 -2.47953 0.56336 0.4 -1.2 -1.4 0.926
Ga -0.45868 -0.31464 0.98965 1.5 1.1 0.0 0.962
H 3.32052 2.28445 -1.00269 -0.2 0.0 0.2 0.230
F -2.39380 -1.58204 3.40611 0.6 1.1 0.2 -0.334
C 1.31893 2.41132 -1.89396 -0.5 0.3 0.1 -0.041
C -1.66526 -0.54600 3.95260 -0.4 -0.2 1.2 0.906
C -1.10139 2.13320 -1.61447 0.6 -0.1 0.2 -0.004
N 0.41970 0.29789 -1.07976 -1.4 -1.0 1.3 -0.778
H 1.34058 -3.15250 2.43790 0.1 -0.1 -0.2 0.278
C 0.22015 1.59000 -1.54771 -0.1 1.0 0.4 0.120
```
Forces are in eV/Å.

Properties
- Energy relative to the best compared isomer or geometry (same formula, charge and spin): 23.0 kJ/mol
- Max |F|: 4.794 eV/A
- LUMO energy: -3.4 eV
- Charge: +1



No. 2
Entry from the Open Molecules 2025 dataset: a structure of composition C46H41N6O2PSTi (ωB97M-V/def2-TZVPD).

The geometry in XYZ format:
```
98
Properties=species:S:1:pos:R:3:forces:R:3:mulliken_spin:R:1
H 2.72486 -3.49215 1.38315 0.0 0.0 0.0 0.000
H -4.38983 -0.95362 -3.18251 0.0 0.0 0.0 0.000
H -3.19689 -1.96441 -0.25188 0.0 0.0 0.0 0.000
C 0.90979 -3.26608 -3.01983 0.0 0.0 0.0 0.001
H 2.74008 -0.86869 6.58553 0.0 0.0 0.0 -0.001
H -2.98462 1.75572 4.42633 0.0 0.0 0.0 -0.001
H -4.02507 3.21498 -2.28139 0.0 0.0 0.0 0.000
H -3.39598 -1.16142 2.20361 0.0 0.0 0.0 0.001
C 2.04346 2.62091 -2.19637 0.0 0.0 0.0 0.003
C 0.02609 -2.49258 -0.87527 0.1 0.0 -0.1 -0.022
H 0.68436 -4.32424 1.26297 0.0 0.0 0.0 0.000
H -5.04573 2.07844 3.02448 0.0 0.0 0.0 0.000
H 3.97839 -4.60816 -0.41882 0.0 0.0 0.0 0.000
C -3.78400 -0.10402 -2.89546 0.0 0.0 0.0 0.000
H 3.53548 4.14046 -2.41409 0.0 0.0 0.0 0.000
C -0.21946 -4.03527 0.73014 0.0 0.0 0.1 -0.001
H 1.70079 -3.99224 -4.86570 0.0 0.0 0.0 0.000
O 0.11828 -3.80248 -0.63829 0.0 0.0 0.0 -0.001
C -4.36488 1.14612 -2.74148 0.0 0.0 0.0 0.000
N 0.16822 0.16597 2.94447 0.0 -0.2 -0.2 -0.030
C 4.17476 -2.83457 -1.61039 0.0 0.0 0.0 -0.001
C 3.51651 -1.48857 4.66165 0.0 0.0 0.0 -0.001
N 0.00452 3.25053 1.19760 0.2 0.0 0.0 -0.004
C -2.21852 2.07366 -2.17505 0.0 0.0 0.0 -0.001
H -4.16981 -3.28907 0.39216 0.0 0.0 0.0 0.000
C 1.23822 3.22729 1.76595 -0.1 -0.1 -0.1 0.005
C 0.51183 -2.16611 -2.25349 0.0 0.0 0.1 0.000
H 0.84388 -4.25593 -2.59989 0.0 0.0 0.0 0.000
C 2.73929 -1.56713 0.43756 0.1 0.0 -0.1 0.038
H 3.01165 0.21851 -0.72503 0.0 0.0 0.0 -0.010
H 2.41233 2.29744 -1.23125 0.0 0.0 0.0 -0.003
H 1.22962 0.22994 -4.54350 0.0 0.0 0.0 0.000
C -4.14308 1.66096 2.59843 0.0 0.0 0.1 0.004
H 0.93365 6.10204 3.52983 0.0 0.0 0.0 0.000
H -3.83092 -2.66003 2.98431 0.0 0.0 0.0 0.000
C 0.42008 2.48233 -3.96829 0.0 0.0 0.0 0.001
H 0.70399 0.16708 5.59441 0.0 0.0 0.0 0.001
N -0.77662 0.67508 3.61027 0.0 0.0 0.0 0.077
H -5.42646 1.27482 -2.90798 0.0 0.0 0.0 0.000
H -0.33142 -2.35556 2.10734 0.0 0.0 0.0 -0.020
H -2.30048 -1.88989 3.39003 0.0 0.0 0.0 -0.001
C 3.35160 -1.53700 3.30504 0.0 0.1 -0.1 0.000
C -0.82531 -2.70665 1.19997 0.0 0.0 0.0 0.072
C 1.45268 -0.31353 4.98062 0.0 0.0 0.0 0.005
H -0.46499 2.03050 -4.39984 0.0 0.0 0.0 0.000
C 3.19291 -0.84969 -0.67094 0.0 0.0 0.0 -0.019
H -1.33353 6.02138 2.46381 0.0 0.0 0.0 0.000
C -0.90345 4.21389 1.44025 0.0 0.1 0.0 0.000
C 1.11930 -0.75277 -4.10990 0.0 0.0 0.0 -0.002
C 2.19965 -0.95993 2.70644 0.0 -0.2 0.0 0.021
N 1.92452 -0.91767 1.38824 0.0 -0.1 -0.2 -0.030
H -0.93029 -4.85835 0.75441 0.0 0.0 0.0 0.000
C 1.40005 -3.11747 -4.30528 0.0 0.0 0.0 0.000
P 0.13621 0.61716 -1.89830 -0.1 -0.2 0.0 0.043
N -0.44949 -1.76715 0.08371 -0.1 0.0 -0.1 0.032
C 2.56894 -0.88325 5.51860 0.0 0.0 0.0 -0.005
C -2.33248 -2.93819 1.48009 0.0 0.0 -0.1 0.008
Ti 0.31800 0.28439 0.72298 0.0 0.4 0.6 0.823
H 4.23438 -0.90078 -2.53889 0.0 0.0 0.0 0.000
H -2.33290 -3.95368 1.89035 0.0 0.0 0.0 0.000
C -1.88083 0.94579 2.79198 0.1 0.0 0.0 0.029
H 2.55246 4.28236 3.06996 0.0 0.0 0.0 0.000
H -1.97624 -1.24624 -2.83127 0.0 0.0 0.0 -0.001
O -0.29168 2.28800 0.33029 -0.2 0.0 -0.1 0.017
C -3.57722 2.23534 -2.39007 0.0 0.0 0.0 0.001
C 1.04045 3.53331 -4.62182 0.0 0.0 0.0 0.000
C -1.62787 0.81823 -2.32750 0.0 0.0 0.0 0.005
C -2.93332 0.73421 0.76425 0.0 0.1 0.0 0.020
C 1.51257 -1.85446 -4.85369 0.0 0.0 0.0 0.000
C 2.16802 4.12641 -4.06684 0.0 0.0 0.0 0.000
C 2.66573 3.67210 -2.85573 0.0 0.0 0.0 -0.001
H 2.65196 4.94839 -4.57781 0.0 0.0 0.0 0.000
H -2.87228 0.40882 -0.26447 0.0 0.0 0.0 0.000
C 0.66681 5.29050 2.86681 0.1 0.0 0.0 -0.001
C -3.14950 -2.96064 0.19292 0.0 0.0 0.0 -0.001
C -4.10825 1.26066 1.26963 0.0 0.0 -0.1 0.004
H -2.72436 -3.63752 -0.55292 0.0 0.0 0.0 0.000
H 4.41040 -1.92091 5.09387 0.0 0.0 0.0 0.000
H 4.11278 -1.98205 2.68058 0.0 0.0 0.0 0.000
C 1.57336 4.28642 2.61397 0.0 0.1 0.0 0.000
C -0.59754 5.25413 2.27740 -0.1 0.0 0.0 -0.001
H -4.97277 1.34659 0.62706 0.0 0.0 0.0 0.000
C -2.99186 -2.09830 2.57058 0.0 0.0 0.0 0.005
C 3.04319 -2.92809 0.51492 0.0 0.0 0.0 -0.013
N -1.82937 0.59298 1.49887 0.1 -0.1 0.0 -0.019
H 1.90580 -1.71734 -5.85222 0.0 0.0 0.0 0.000
H 4.72570 -3.32649 -2.40069 0.0 0.0 0.0 0.000
C 1.26576 -0.34731 3.58400 0.0 0.0 0.1 0.006
H -1.60842 2.91875 -1.88362 0.0 0.0 0.0 0.000
C 3.75333 -3.55200 -0.49759 0.0 0.0 0.0 0.002
H 0.64369 3.89246 -5.56213 0.0 0.0 0.0 0.000
C 0.92468 2.01067 -2.75335 -0.1 0.0 -0.1 0.001
C -3.01358 1.49571 3.37823 -0.1 0.0 0.0 0.008
C 3.89650 -1.47858 -1.68754 0.0 0.0 0.0 0.005
H -1.84286 4.08225 0.92367 0.0 0.0 0.0 0.001
S 2.19974 1.85417 1.40347 0.1 0.2 0.1 -0.018
C 0.61176 -0.88208 -2.82243 0.0 0.0 0.1 -0.033
C -2.41891 -0.26746 -2.69638 0.0 0.0 0.0 -0.002
```
Forces are in eV/Å.

Properties
- ⟨S²⟩: 0.758
- Energy relative to the best compared isomer or geometry (same formula, charge and spin): 13.1 kJ/mol
- Multiplicity: 2
- Max |F|: 0.741 eV/A
- LUMO energy (alpha / beta): -3.4 / -3.5 eV
- Charge: +1



No. 3
Entry from the Open Molecules 2025 dataset: a cluster of 6 separate species, C30H53F3N2O12 in total at a distorted geometry (ωB97M-V/def2-TZVPD).

The geometry in XYZ format:
```
100
Properties=species:S:1:pos:R:3:forces:R:3:mulliken_charge:R:1
C 4.30808 4.43088 -0.49597 -0.4 0.2 -0.5 -1.697
C -0.69036 1.88185 0.27010 0.7 0.0 -0.1 0.777
H -5.31245 4.99132 -0.78318 0.2 -0.3 -0.3 0.193
O -2.36888 1.57351 -3.51677 0.1 -0.8 0.3 -0.473
C -2.14162 0.29793 0.98330 -0.7 0.1 1.1 0.494
C 2.22188 -3.09705 -0.48354 -0.6 -0.8 0.0 -1.578
H 2.43743 1.28237 2.88270 0.3 0.0 0.1 0.426
O -6.56321 -3.05775 1.64631 -0.1 -0.1 0.2 -0.587
C 3.76564 0.56884 -0.18810 0.3 -0.3 -0.4 -0.276
C 0.88266 -6.88933 2.03307 0.5 -0.9 0.3 -1.937
F -4.51747 2.32169 0.88424 0.1 -0.1 0.0 -0.321
C 4.92963 1.81167 1.63655 -0.4 0.0 0.4 -1.873
H 2.15513 -3.16313 -1.56955 0.2 0.7 0.0 0.383
H 4.07642 5.09990 0.33554 0.2 0.0 0.1 0.348
C 3.55916 1.51272 1.00217 0.5 -0.4 -0.3 1.292
H 2.74796 2.26391 -2.52985 -0.2 -0.6 0.3 0.390
H 0.31039 2.15439 0.61327 0.0 -0.5 0.2 -0.376
H -3.57020 -2.48770 0.63211 0.0 0.0 0.0 -0.028
C 3.15601 3.41786 -0.72923 1.1 -0.4 0.1 1.406
H 3.30711 -6.13695 0.80367 0.0 -0.3 0.2 0.405
C -0.69654 0.69008 -0.70383 -0.4 0.1 0.3 0.499
O -1.50857 1.42557 1.35314 0.3 0.3 -0.3 -0.443
F 0.41587 -0.11832 -0.57029 -0.1 0.7 -0.3 -0.180
C -5.67508 -2.45894 1.09636 0.8 0.0 -0.5 0.343
H 1.59416 4.84996 -0.38848 0.1 0.1 -0.1 0.452
C -5.60827 4.08586 -0.25359 0.1 0.1 0.2 -0.350
H 0.81460 -7.07380 3.10865 0.0 0.1 0.0 0.443
O -1.79062 3.53360 -2.60167 0.7 0.9 0.1 -0.039
H 5.62186 2.30724 0.96165 0.1 -0.1 -0.1 0.346
H 0.72127 -2.45487 3.35755 -0.1 -0.2 0.1 0.546
C 3.01788 -5.65349 1.73749 0.3 0.3 -0.3 -2.006
H 3.23069 -0.20516 2.27676 0.1 0.0 0.1 0.447
H 5.27176 3.94463 -0.36571 -0.1 -0.1 0.3 0.363
H 3.56654 -4.70739 1.72780 -0.3 0.2 0.2 0.381
H 4.43574 -0.23353 0.13248 -0.1 -0.1 0.1 0.586
O -5.27911 2.02062 -1.22817 0.2 -0.4 0.0 -0.305
O -6.79272 3.55610 -0.81677 -0.7 0.5 0.0 -0.349
H -6.82864 -0.76251 0.69200 0.1 0.2 -0.1 0.473
C -6.57354 2.38272 -1.43000 0.0 0.3 0.2 0.617
O -2.93330 -0.28036 1.66035 0.4 0.1 -0.2 -0.579
C 3.59094 2.44480 -1.86062 0.6 0.7 -0.3 -1.219
H 3.36580 -6.22098 2.60076 0.0 -0.1 -0.1 0.483
H 5.38652 1.59214 -1.10523 0.1 0.0 -0.1 0.444
H -0.88908 0.92626 -1.75112 0.4 -0.1 0.1 0.040
H 1.75974 0.42317 1.53741 0.1 0.0 -0.1 0.177
H 4.54302 0.53343 -2.21798 -0.1 0.0 0.0 0.419
C -5.76502 -0.97482 0.81705 -0.7 -0.1 0.1 -0.642
C 1.90164 4.14040 -1.16116 -0.8 0.7 0.3 -2.015
H 4.41835 5.06379 -1.38063 -0.1 0.0 0.0 0.489
H 1.99305 4.70495 -2.09079 0.4 -0.1 -0.1 0.464
H 1.52403 -7.68990 1.64976 0.1 0.1 0.0 0.401
H -0.67777 -2.62872 -1.23825 0.6 0.3 0.2 0.167
C 2.70945 0.70824 1.99543 -0.5 0.6 0.0 -1.728
H -3.66127 3.07262 -0.78164 0.2 0.2 0.4 -0.728
C 1.06959 -4.54668 2.89385 0.1 0.0 0.8 -1.503
H 2.81899 0.09670 -0.44892 -0.1 0.1 -0.1 -0.445
H -1.88076 5.02767 -5.05606 -0.1 0.0 0.0 0.322
C 0.86665 -3.63251 0.07117 0.1 0.2 0.2 1.997
H -5.20835 -0.66062 -0.06296 0.1 -0.1 0.0 0.144
H 1.75452 -4.72999 3.73017 -0.1 -0.2 0.0 0.519
O 2.26272 3.46511 1.49914 0.1 0.4 0.2 -0.538
O -3.07769 3.49304 -4.41223 -0.2 0.0 -0.2 -0.394
H 5.33996 0.85386 1.95964 0.3 0.1 0.0 0.427
H 0.04090 -4.09603 -1.88206 -0.1 -0.2 0.0 0.473
H -4.61268 -3.36134 -0.49689 0.1 -0.1 0.0 0.331
C -4.63990 2.90285 -0.34102 -0.3 0.1 -0.5 1.437
H 0.07179 -4.76430 3.28552 -0.1 -0.2 -0.3 0.385
C 4.39451 1.24001 -1.40142 -0.4 0.0 0.6 -1.127
O -1.78585 -0.06423 -0.25512 -0.1 -0.3 -0.6 -0.163
H 2.40153 -2.11473 -0.05935 0.1 0.3 -0.5 0.084
H -0.67746 -2.90081 1.42591 -0.1 0.0 -0.1 0.302
C 1.13789 -3.07868 2.56358 0.2 0.1 -0.6 -0.943
C -2.08277 4.87156 -2.88320 -1.4 0.1 -0.2 0.285
O -7.37543 1.78551 -2.05773 0.1 -0.2 -0.1 -0.520
H -1.12827 -4.10754 -0.51369 0.1 -0.3 -0.1 0.466
H -5.80229 4.38460 0.77563 0.1 -0.3 0.1 0.308
C -2.41315 2.74709 -3.51543 -0.5 0.0 -0.6 0.541
H 0.67089 -6.49989 -0.65098 0.1 0.0 -0.2 0.355
N 2.84500 2.67869 0.50164 -1.0 -0.8 -0.6 1.119
H -0.09541 -7.12219 1.60943 -0.1 0.7 0.0 0.361
H 2.18613 -2.76198 2.48965 0.0 0.0 -0.2 0.112
C 1.49469 -5.50130 1.76930 -0.5 0.2 -0.4 1.818
F -3.14508 5.21069 -2.04567 0.4 0.2 0.1 -0.303
C -4.42583 -3.15855 0.56011 -0.2 0.4 0.3 -0.657
H -4.21814 -4.08335 1.09329 -0.2 -0.1 -0.1 0.391
H 3.07328 -3.72525 -0.22135 -0.2 -0.1 0.2 0.491
H 1.04977 3.46690 -1.27860 0.2 -0.3 -0.1 0.212
H 2.87721 4.17973 1.74379 0.1 -0.3 0.0 0.344
C -0.26881 -3.60466 -0.95887 -0.2 0.2 -0.4 -1.936
H -1.27435 5.56978 -2.68903 0.2 -0.3 0.1 0.333
O 1.38456 -5.85758 -0.56692 0.1 0.0 -0.1 -0.539
H 0.63498 -1.72697 1.10584 -0.5 0.0 -0.7 -0.956
H -5.41278 -0.40005 1.67230 0.1 -0.1 0.0 0.247
H 4.82287 2.42791 2.53301 0.0 0.1 0.0 0.396
H -1.05461 2.81002 -0.17637 -0.6 -0.3 0.0 -0.125
H 4.29740 2.99158 -2.49723 -0.3 0.3 0.0 0.428
H -3.47242 5.54680 -4.43547 -0.2 -0.2 0.1 0.333
C 0.39338 -2.77734 1.25661 0.8 0.0 1.0 0.382
N 0.92331 -5.03644 0.48961 -0.7 0.0 0.9 0.398
C -2.65718 4.84258 -4.30819 1.0 0.0 0.3 -0.559
```
Forces are in eV/Å.

Properties
- Energy relative to the best compared isomer or geometry (same formula, charge and spin): 9.8 kJ/mol
- SMILES: CC1(C)CCCC(C)(C)N1O.CC1(C)CCCC(C)(C)N1O.O=C1OC[C@@H](F)O1.O=C1OC[C@@H](F)O1.O=C1OC[C@@H](F)O1.CC(C)=O
- Max |F|: 1.458 eV/A
- LUMO energy: -0.1 eV



Which formula does entry 1 have? C22H24F5GaNOP2



Which of these has the lowest energy relative to the best compared isomer or geometry (same formula, charge and spin)? C30H53F3N2O12



Which of these has the highest max |F|? C22H24F5GaNOP2



What is the max |F| in the second record? 0.741 eV/A